C30H31BrHfN11O4S as an isolated structure at a distorted geometry, computed with ωB97M-V/def2-TZVPD.

Structure (XYZ):
```
79
Properties=species:S:1:pos:R:3:lowdin_charge:R:1
Hf -0.8971 -0.7316 -0.3500 1.501
Br 0.8600 2.6927 -1.3788 0.882
S -1.7940 -0.7771 -2.9204 0.741
O 0.0633 -2.3948 -1.1552 -0.236
O -2.9224 -1.6472 -0.3584 -0.135
O 1.4682 -3.4785 -2.4970 0.101
O -3.3920 -3.7472 -0.3371 0.130
N -2.0825 1.1241 -0.7431 -0.123
N -1.3677 -5.2352 0.3945 0.236
N 0.6885 -0.0544 0.7313 -0.035
N 0.6461 -2.8529 2.1448 0.081
N 0.1886 -4.0435 1.5756 0.026
N -1.5746 -2.8832 0.7237 0.063
N -2.6875 -2.8300 -0.0142 -0.392
N -1.9352 -0.0726 1.6589 -0.011
N -2.1341 1.7491 -1.9524 -0.039
N 0.9456 -0.0126 -1.9652 -0.015
N -1.8895 1.5750 -4.1742 -0.007
C 3.5458 -0.1921 2.9183 -0.024
C -1.9498 -0.7429 2.8102 -0.119
C 4.6570 -0.9731 3.2027 -0.066
C 2.8649 -0.3529 1.7157 -0.181
C 3.3326 -1.2862 0.7897 -0.045
C -3.4486 0.8194 3.7955 -0.026
C 1.6251 0.4370 1.4046 -0.318
C -0.9416 -4.0737 0.8776 -0.364
C 2.3719 1.3355 -3.3282 -0.085
C 1.4215 1.1599 -2.3257 -0.691
C 0.3306 3.4668 3.2256 -0.069
C -2.6077 1.7686 0.2506 -0.248
C -3.4150 1.5372 2.6125 0.012
C -3.1775 3.1352 0.0749 -0.003
C 2.5566 2.7290 1.7429 -0.066
C 2.8735 0.2154 -3.9581 -0.018
C 1.3380 4.3886 2.9804 -0.074
C -1.9454 0.9405 -2.9887 -0.779
C -3.3935 0.6885 -5.9298 -0.082
C -2.6919 -0.3349 3.9046 -0.028
C 5.1141 -1.8999 2.2772 -0.075
C 0.4264 2.1828 2.7115 -0.028
C 2.4245 -1.0367 -3.5503 0.027
C -1.9635 0.9321 -5.4743 -0.277
C 1.4644 -1.1015 -2.5634 -0.220
C -2.6368 1.0734 1.5558 -0.210
C 2.4511 4.0173 2.2372 -0.068
C 4.4539 -2.0526 1.0647 -0.066
C 1.5347 1.8117 1.9615 -0.228
C 0.9806 -2.4551 -2.0787 -0.590
H 3.6144 0.3135 -4.7378 0.120
H 3.2390 4.7318 2.0476 0.109
H -0.7948 -6.0589 0.4672 0.135
H -0.5278 3.7452 3.8227 0.104
H 2.7898 -1.9603 -3.9737 0.129
H -4.0544 1.1635 4.6227 0.121
H -3.9778 2.4495 2.5189 0.108
H -0.3553 1.4582 2.9065 0.092
H -2.1184 2.5583 -4.1203 0.145
H 5.9921 -2.4935 2.4942 0.108
H -2.6760 -0.9181 4.8126 0.114
H 3.1996 0.5389 3.6363 0.120
H -1.3168 -1.6194 2.8520 0.084
H -3.9160 0.0531 -5.2155 0.067
H 5.1719 -0.8515 4.1457 0.109
H -3.4027 0.1921 -6.8990 0.077
H 0.7981 -4.8506 1.5388 0.169
H 1.2629 5.3914 3.3760 0.106
H 1.1634 -2.3025 1.4582 0.048
H 2.7038 2.3308 -3.5788 0.105
H -1.4174 -0.0089 -5.4079 0.078
H -3.9415 1.6254 -6.0248 0.074
H 3.4328 2.4331 1.1791 0.124
H -3.6155 3.2237 -0.9155 0.082
H -2.3682 3.8662 0.1345 0.101
H 2.8140 -1.3917 -0.1548 0.098
H -1.4317 1.5715 -6.1818 0.117
H -2.1956 -5.2514 -0.1855 0.108
H 1.2493 -3.0807 2.9265 0.113
H 4.8176 -2.7610 0.3317 0.109
H -3.9183 3.3853 0.8252 0.068
```

## Properties
E_LUMO (eV): -3.06
M (g/mol): 900.1
Total charge: +1